[1]
DFT (wB97M-V/def2-TZVPD) results for a 13-piece molecular cluster, H27O13 overall.

ORCA input file:
```
! RIJCOSX wB97M-V def2-TZVPD def2/J DEFGRID3
* xyz 0 2
O -1.809 2.311 2.517
H -1.812 2.150 1.609
H -1.444 3.260 2.619
O -1.296 -1.012 -0.642
H -0.948 -1.957 -0.569
H -2.008 -1.004 -0.120
O 0.855 -3.402 1.731
H 2.826 -1.533 0.748
O 0.173 3.431 -0.972
H 0.517 4.274 -0.495
H -0.016 3.710 -1.988
O -3.065 0.693 -0.651
H -3.170 1.476 -1.362
H -3.817 0.000 -0.607
O 1.403 -0.556 2.734
H 1.267 -0.019 1.976
H 2.078 -0.009 3.165
O 1.596 -1.240 -3.250
H 2.309 -1.372 -2.548
H 1.194 -2.109 -3.305
O 2.841 -1.574 -0.224
H 3.770 -1.506 -0.428
H -2.875 -0.008 1.087
O -0.243 1.207 0.220
H 0.484 1.404 0.823
H -0.838 1.870 -0.083
O 0.081 -3.183 -0.922
H 0.656 -3.212 -0.187
H -0.560 -4.018 -1.014
O -0.664 1.188 -2.433
H -0.266 1.518 -1.701
H -0.127 0.463 -2.809
O 2.551 2.539 0.159
H 2.309 1.953 -0.490
H 1.835 3.352 0.092
O -2.369 -0.629 1.588
H -2.209 -0.607 2.475
H -0.905 -0.112 -0.295
H 0.930 -2.504 2.015
H 0.392 -3.652 2.548
*
```

Output
Kohn-Sham gap (alpha / beta): 2.863 / 10.533 eV
expectation value of S²: 0.751
energy above the lowest of the compared OMol25 structures with the same formula, charge and spin: 411.75 kJ/mol
LUMO (alpha / beta): -0.09 / -0.29 eV
HOMO (alpha / beta): -2.956 / -10.819 eV
E_tot: -27049.5629 eV

These are the Mulliken partial charges, in e, on atoms 1 to 6:
1 O -0.744
2 H 0.203
3 H 0.400
4 O -0.335
5 H 0.518
6 H 0.395



[2]
DFT (wB97M-V/def2-TZVPD) results for H28KrO14 as an isolated structure.

ORCA input file:
```
! RIJCOSX wB97M-V def2-TZVPD def2/J DEFGRID3
* xyz 0 1
Kr 0.139 0.175 -0.178
O -0.158 -0.176 -3.866
H -0.329 0.732 -3.613
H -0.712 -0.695 -3.283
O 2.346 -1.362 -2.735
H 2.779 -1.504 -3.577
H 1.466 -1.063 -2.965
O -0.771 -2.201 2.046
H -0.812 -1.411 2.585
H -1.007 -2.912 2.642
O -0.991 0.253 3.286
H -0.385 0.982 3.423
H -1.850 0.667 3.209
O 2.666 -0.525 3.117
H 2.369 -1.324 2.681
H 2.885 -0.804 4.006
O -1.813 -2.005 -2.345
H -1.869 -2.928 -2.593
H -2.183 -1.971 -1.463
O -1.597 2.990 -0.381
H -2.225 2.274 -0.288
H -2.054 3.756 -0.035
O -3.746 1.163 0.390
H -4.638 1.204 0.045
H -3.507 0.239 0.330
O -3.090 -1.517 0.230
H -3.964 -1.904 0.277
H -2.587 -1.978 0.902
O 1.900 -2.802 1.261
H 2.018 -3.747 1.164
H 0.952 -2.684 1.327
O 0.511 3.455 1.403
H -0.082 3.256 0.678
H 1.372 3.173 1.093
O 3.495 -0.922 -0.173
H 2.995 -1.447 0.451
H 3.184 -1.208 -1.032
O 3.269 2.250 0.883
H 3.483 1.349 0.642
H 4.115 2.655 1.073
O -0.242 2.574 -3.484
H -0.863 2.912 -2.839
H -0.468 3.029 -4.296
*
```

Output
Kohn-Sham gap: 9.579 eV
energy above the lowest of the compared OMol25 structures with the same formula, charge and spin: 0.00 kJ/mol
LUMO: -0.32 eV
HOMO: -9.894 eV
E_tot: -104051.1745 eV

These are the Mulliken partial charges, in e, on atoms 1 to 6:
1 Kr 0.004
2 O -0.698
3 H 0.423
4 H 0.335
5 O -0.634
6 H 0.267



[3]
DFT (wB97M-V/def2-TZVPD) results for a 13-piece molecular cluster, H28NO12 overall.

ORCA input file:
```
! RIJCOSX wB97M-V def2-TZVPD def2/J DEFGRID3
* xyz 1 1
N -9.309 -32.284 -36.696
H -9.901 -32.475 -35.948
H -9.235 -33.149 -37.163
H -8.427 -31.994 -36.434
H -9.671 -31.612 -37.413
O -11.690 -30.799 -35.182
H -12.363 -31.129 -35.596
H -11.477 -30.248 -35.802
O -11.434 -35.288 -36.141
H -12.183 -35.253 -36.715
H -10.800 -35.653 -36.725
O -8.522 -31.132 -38.895
H -9.023 -31.079 -39.706
H -7.830 -30.580 -39.122
O -10.518 -33.489 -38.919
H -11.145 -32.656 -39.243
H -9.852 -33.677 -39.743
O -7.922 -29.436 -35.732
H -6.894 -29.046 -35.663
H -8.225 -28.730 -36.170
O -11.675 -30.667 -39.443
H -11.296 -30.032 -38.839
H -12.589 -30.239 -39.739
O -9.673 -35.699 -37.649
H -10.171 -35.790 -38.491
H -9.783 -36.514 -37.148
O -10.727 -29.307 -37.447
H -11.593 -28.801 -37.619
H -10.028 -28.801 -37.874
O -10.944 -35.061 -33.751
H -10.698 -34.051 -33.658
H -10.967 -35.249 -34.691
O -6.807 -35.352 -38.244
H -7.900 -35.036 -37.955
H -6.551 -34.671 -38.721
O -8.455 -34.233 -35.117
H -8.617 -34.346 -34.151
H -7.779 -35.075 -35.368
O -10.380 -32.449 -33.501
H -9.806 -31.840 -32.858
H -10.988 -31.675 -33.724
*
```

Output
Kohn-Sham gap: 8.079 eV
energy above the lowest of the compared OMol25 structures with the same formula, charge and spin: 522.81 kJ/mol
LUMO: -3.52 eV
HOMO: -11.598 eV
E_tot: -26504.3342 eV

These are the Mulliken partial charges, in e, on atoms 1 to 6:
1 N -0.028
2 H 0.365
3 H 0.219
4 H 0.362
5 H 0.122
6 O -0.469



[4]
DFT (wB97M-V/def2-TZVPD) results for a 13-piece molecular cluster, H28NO12 overall.

ORCA input file:
```
! RIJCOSX wB97M-V def2-TZVPD def2/J DEFGRID3
* xyz 1 1
N 0.078 -0.046 -0.258
H 0.263 -0.751 0.539
H -0.798 -0.232 -0.489
H 0.580 -0.389 -1.139
H -0.053 1.002 0.051
O 1.280 -0.340 2.551
H 1.913 0.579 2.448
H 1.774 -1.059 2.475
O 2.082 -0.370 -3.351
H 2.681 -0.677 -4.188
H 1.375 0.233 -3.720
O 2.143 -2.406 0.649
H 2.382 -3.186 1.116
H 2.810 -1.985 0.084
O -1.490 -2.735 -1.561
H -1.198 -3.177 -2.299
H -2.498 -2.407 -1.855
O -3.115 0.031 1.631
H -2.912 0.580 2.406
H -2.785 0.637 0.977
O -2.654 1.523 -0.589
H -3.635 1.670 -0.751
H -2.361 2.432 -0.377
O -0.511 -2.505 3.300
H -0.283 -2.769 2.428
H 0.050 -1.690 3.326
O 0.443 2.469 1.747
H 0.167 2.150 2.611
H 0.662 3.401 1.836
O -1.324 3.775 -0.074
H -0.974 4.245 -0.758
H -0.538 3.415 0.290
O -0.380 1.225 -3.453
H -0.127 1.886 -2.667
H -1.272 1.531 -3.431
O -0.291 -3.761 0.744
H -0.924 -3.270 0.168
H 0.563 -3.440 0.466
O 2.582 1.517 -0.413
H 2.847 1.561 0.529
H 3.445 1.333 -0.996
*
```

Output
Kohn-Sham gap: 9.435 eV
energy above the lowest of the compared OMol25 structures with the same formula, charge and spin: 307.08 kJ/mol
LUMO: -3.40 eV
HOMO: -12.834 eV
E_tot: -26506.5700 eV

These are the Mulliken partial charges, in e, on atoms 1 to 6:
1 N 0.124
2 H 0.153
3 H 0.480
4 H 0.283
5 H -0.075
6 O -0.669



[5]
DFT (wB97M-V/def2-TZVPD) results for a 14-piece molecular cluster, H28O14 overall.

ORCA input file:
```
! RIJCOSX wB97M-V def2-TZVPD def2/J DEFGRID3
* xyz 0 1
O 4.525 7.726 2.194
H 3.793 8.112 1.755
H 4.996 8.380 2.682
O 4.208 9.725 6.858
H 4.468 10.639 6.929
H 4.908 9.294 6.288
O 7.758 7.707 3.184
H 8.517 7.275 3.609
H 7.997 8.651 3.053
O 2.501 9.484 4.091
H 3.287 8.975 4.005
H 2.772 10.387 4.074
O 4.604 4.891 6.986
H 4.492 4.225 7.659
H 4.742 5.720 7.440
O 5.220 10.186 3.260
H 5.302 11.165 3.351
H 5.984 9.798 3.686
O 3.986 6.807 4.836
H 4.280 6.729 3.917
H 3.853 5.876 5.032
O 6.416 4.575 3.349
H 6.569 5.190 4.091
H 7.144 4.702 2.771
O 6.142 8.232 5.573
H 5.530 7.564 5.224
H 6.890 8.013 5.030
O 7.384 5.478 5.883
H 7.172 4.697 6.329
H 7.222 6.251 6.492
O 4.276 7.292 8.046
H 4.306 7.691 8.886
H 4.188 8.111 7.502
O 7.359 7.347 7.997
H 7.319 6.690 8.681
H 6.530 7.810 7.904
O 9.207 8.556 6.054
H 8.743 8.247 6.853
H 9.882 9.165 6.268
O 7.456 10.755 6.546
H 8.088 10.771 7.220
H 7.354 9.816 6.402
*
```

Output
Kohn-Sham gap: 10.406 eV
energy above the lowest of the compared OMol25 structures with the same formula, charge and spin: 119.93 kJ/mol
LUMO: -0.09 eV
HOMO: -10.499 eV
E_tot: -29120.4088 eV

These are the Mulliken partial charges, in e, on atoms 1 to 6:
1 O -0.620
2 H 0.327
3 H 0.266
4 O -0.753
5 H 0.348
6 H 0.291